Entry 1:
50
Properties=species:S:1:pos:R:3 method="wB97M-V/def2-TZVPD" charge=+1 gap_ev=6.12 max_force_ev_per_a=2.7 lumo_ha=-0.172 homo_ha=-0.397 spin_multiplicity=1 e_tot_ha=-3634.3607
C -2.1722 3.1214 -0.5947
C -1.7201 2.0359 -0.3095
C -1.0705 0.7583 0.0836
C -1.8819 -0.3678 0.2480
O -3.2349 -0.2480 0.0682
C -3.7890 0.2578 1.3137
C -5.3482 0.2591 1.3040
C -5.9217 0.2028 -0.1668
C -1.2486 -1.6479 0.5970
C 0.1353 -1.7282 0.7800
C 0.8012 -3.0822 1.1343
Br 2.1810 -3.5772 -0.2124
C -0.2333 -4.2708 1.1214
C 0.4329 -5.6716 1.3209
C 0.9619 -0.5203 0.6336
N 2.3028 -0.6471 0.8656
C 2.9887 0.4704 0.6730
C 2.3538 1.7035 0.2617
C 3.2791 2.9277 0.0218
C 3.7452 2.9913 -1.4848
O 5.0400 2.3825 -1.6218
C 2.7227 2.3676 -2.4968
N 2.9346 0.9180 -2.6915
N 1.0578 1.9067 0.0627
C 0.3829 0.7341 0.2646
H -2.8114 3.9158 -0.9773
H -3.4668 1.3107 1.5009
H -3.3780 -0.3245 2.1743
H -5.7487 -0.6418 1.8196
H -5.7133 1.1970 1.7656
H -5.3578 0.8900 -0.8249
H -6.9945 0.4818 -0.1281
H -5.8501 -0.8459 -0.5117
H -1.9293 -2.5002 0.7159
H 1.2709 -3.0595 2.1397
H -0.6455 -4.2702 0.0823
H -1.0948 -4.0800 1.7938
H 0.6727 -6.1110 0.3298
H 1.3099 -5.6371 1.9940
H -0.3273 -6.3628 1.7557
H 4.0801 0.4265 0.8372
H 4.1826 2.8723 0.6819
H 2.7545 3.8815 0.2351
H 3.8457 4.0893 -1.7892
H 5.3271 2.5904 -2.5269
H 2.9376 2.8419 -3.4878
H 1.6661 2.6271 -2.2746
H 2.9008 0.6779 -3.6782
H 2.1233 0.4601 -2.2707
Li 5.3321 4.5326 -0.6110

=====

Entry 2:
48
Properties=species:S:1:pos:R:3 method="wB97M-V/def2-TZVPD" smiles=Cc1ccc2c(c1)c(C)c(C)n2C[C@H](O)Cn1nc(C)c(Br)c1C e_above_lowest_kcal_mol=0.0 gap_ev=8.22 max_force_ev_per_a=0.9 lumo_ha=0.022 homo_ha=-0.280 spin_multiplicity=1 e_tot_ha=-3551.9535
C -2.7020 -3.4679 -0.7687
C -1.5526 -2.5059 -0.8055
C -1.6620 -1.3456 -1.5863
C -0.6635 -0.4000 -1.6401
C 0.4818 -0.6191 -0.8840
C 0.6331 -1.8019 -0.1241
C -0.4004 -2.7395 -0.0865
C 1.9224 -1.7355 0.4826
C 2.5485 -2.7647 1.3635
C 2.4893 -0.5528 0.0878
C 3.8575 -0.0672 0.4289
N 1.6174 0.1397 -0.7318
C 1.7627 1.4792 -1.2270
C 1.5897 2.5961 -0.1587
O 2.8218 3.0638 0.3265
C 0.6906 2.1672 1.0142
N -0.6549 1.8993 0.5886
N -1.2053 2.5933 -0.4132
C -2.4407 2.1519 -0.5590
C -3.3707 2.6682 -1.5931
C -2.6816 1.1462 0.3930
Br -4.2614 0.1502 0.6106
C -1.5168 1.0048 1.1226
C -1.1955 0.1014 2.2521
H -2.4645 -4.3367 -0.1600
H -2.9522 -3.8038 -1.7742
H -3.5839 -2.9818 -0.3518
H -2.5660 -1.1941 -2.1583
H -0.7829 0.4847 -2.2478
H -0.2967 -3.6394 0.5026
H 3.0162 -2.3032 2.2328
H 3.3166 -3.3206 0.8238
H 1.7980 -3.4713 1.7071
H 3.8928 0.3600 1.4347
H 4.2122 0.6718 -0.2855
H 4.5479 -0.9090 0.4157
H 2.7467 1.6156 -1.6885
H 1.0074 1.6243 -1.9990
H 1.1299 3.4611 -0.6446
H 3.2629 2.3519 0.8056
H 1.0892 1.2662 1.4898
H 0.6963 2.9829 1.7491
H -2.9047 3.4940 -2.1223
H -4.2972 3.0083 -1.1321
H -3.6187 1.8790 -2.3027
H -0.3986 -0.5895 1.9760
H -2.0767 -0.4809 2.5090
H -0.8812 0.6691 3.1280